(1)
C36H40N5OS | ωB97M-V/def2-TZVPD

Atoms and positions in Å:
C -2.448 5.778 0.014
N -2.239 4.361 0.198
C -3.290 3.510 0.382
O -4.471 3.841 0.465
C -2.720 2.096 0.475
C -3.261 1.184 -0.626
C -4.746 0.939 -0.477
C -5.621 1.253 -1.521
C -7.000 1.124 -1.337
C -7.502 0.649 -0.118
C -6.620 0.295 0.911
C -5.240 0.425 0.725
N -1.276 2.322 0.380
C -0.412 1.285 0.463
C 0.964 1.397 0.292
C 1.926 0.404 0.475
C 3.319 0.699 0.227
C 4.302 -0.322 0.213
C 5.653 -0.046 0.053
C 6.089 1.275 -0.136
C 7.480 1.586 -0.291
N 8.612 1.863 -0.415
C 5.142 2.306 -0.171
C 3.793 2.034 0.000
C -0.922 3.738 0.139
C -0.315 3.958 -1.256
C -0.030 4.327 1.242
H -3.517 5.989 0.090
H -1.911 6.350 0.779
H -2.089 6.102 -0.971
H -2.969 1.684 1.471
H -3.053 1.656 -1.600
H -2.709 0.231 -0.588
H -5.207 1.635 -2.458
H -7.678 1.403 -2.145
H -8.579 0.555 0.031
H -6.997 -0.076 1.866
H -4.537 0.160 1.519
H -0.863 0.308 0.668
H 1.320 2.380 0.002
H 1.654 -0.501 1.036
H 3.969 -1.355 0.320
H 6.384 -0.855 0.071
H 5.476 3.334 -0.330
H 3.110 2.885 -0.017
H -1.050 3.680 -2.024
H -0.053 5.018 -1.370
H 0.585 3.359 -1.407
H -0.587 4.337 2.188
H 0.882 3.742 1.378
H 0.244 5.355 0.974
C 2.947 -1.636 3.320
C 1.724 -2.475 2.980
C 1.536 -3.554 4.047
C 1.825 -3.066 1.568
C 0.799 -4.150 1.346
C 0.850 -4.717 -0.044
N 1.008 -3.635 -1.017
C 0.745 -3.823 -2.382
C 0.954 -2.652 -3.108
C 0.708 -2.650 -4.481
C 0.206 -3.810 -5.090
C -0.031 -4.970 -4.338
C 0.259 -4.992 -2.967
S 1.481 -1.344 -2.074
C 1.424 -2.381 -0.666
N 1.725 -1.994 0.553
H 3.860 -2.246 3.273
H 3.068 -0.778 2.654
H 2.848 -1.253 4.342
H 0.828 -1.830 2.994
H 2.346 -4.295 4.009
H 1.548 -3.101 5.043
H 0.580 -4.076 3.945
H 2.829 -3.537 1.490
H 0.973 -4.966 2.054
H -0.201 -3.740 1.554
H 1.678 -5.435 -0.150
H -0.079 -5.250 -0.264
H 0.910 -1.742 -5.043
H -0.005 -3.811 -6.159
H -0.441 -5.859 -4.816
H 0.103 -5.887 -2.360

2S+1	1
total charge	+1
HOMO-LUMO gap	5.989	eV

Atomic partial charges in e from the Mulliken method, atoms 1 to 5:
1. C -0.95
2. N 0.28
3. C 0.16
4. O -0.68
5. C -0.07

=====

(2)
C36H40O | ωB97M-V/def2-TZVPD

Atoms and positions in Å:
C 1.233 1.405 6.959
C 0.730 1.494 5.553
C -0.609 1.793 5.302
C -1.099 1.929 4.003
C -2.567 2.270 3.906
C -0.236 1.742 2.902
C -0.721 1.959 1.467
C -1.055 3.447 1.242
C -1.881 1.024 0.986
C -1.587 -0.375 0.673
C -2.464 -1.460 0.939
C -1.947 -2.736 1.370
C -0.527 -2.862 1.840
C -2.753 -3.862 1.430
C -4.117 -3.813 1.126
C -4.935 -5.064 1.122
C -4.665 -2.567 0.811
C -3.900 -1.405 0.738
C -4.642 -0.132 0.437
C 1.126 1.442 3.147
C 2.127 1.265 2.026
C 1.580 1.306 4.458
H 2.297 1.156 6.985
H 1.088 2.357 7.485
H 0.681 0.640 7.516
H -1.307 1.949 6.134
H -2.877 2.787 2.994
H -3.201 1.372 4.011
H -2.829 2.933 4.747
H 0.113 1.724 0.797
H -0.127 4.034 1.312
H -1.471 3.627 0.238
H -1.758 3.853 1.988
H -2.710 1.086 1.697
H -2.242 1.421 0.030
H -0.612 -0.570 0.205
H -0.308 -3.912 2.077
H 0.181 -2.520 1.075
H -0.347 -2.263 2.747
H -2.301 -4.805 1.754
H -5.985 -4.872 0.883
H -4.548 -5.799 0.406
H -4.889 -5.539 2.106
H -5.740 -2.482 0.625
H -5.635 -0.378 0.035
H -4.828 0.486 1.334
H -4.142 0.485 -0.321
H 3.122 1.059 2.446
H 1.886 0.415 1.367
H 2.227 2.158 1.389
H 2.633 1.057 4.623
C -2.019 -2.215 -5.271
C -0.750 -1.767 -4.868
C -0.645 -0.680 -4.011
C -1.806 -0.032 -3.494
C -1.718 0.975 -2.495
C -0.618 1.902 -2.475
C -0.870 3.380 -2.218
C 0.275 4.159 -1.954
C 0.165 5.496 -1.573
C -1.099 6.085 -1.489
C -2.229 5.377 -1.905
C -2.125 4.021 -2.251
O 0.576 1.539 -2.598
C -3.085 -0.469 -3.969
C -3.176 -1.532 -4.861
H -2.098 -3.120 -5.874
H 0.153 -2.261 -5.234
H 0.317 -0.304 -3.671
H -2.594 1.174 -1.880
H 1.261 3.691 -2.035
H 1.055 6.071 -1.311
H -1.209 7.105 -1.131
H -3.203 5.861 -1.936
H -3.001 3.447 -2.555
H -3.993 0.043 -3.635
H -4.149 -1.856 -5.242

2S+1	1
total charge	0
HOMO-LUMO gap	3.598	eV
energy relative to the best compared isomer or geometry (same formula, charge and spin)	104.3	kJ/mol

Atomic partial charges in e from the Mulliken method, atoms 1 to 5:
1. C -1.52
2. C 0.69
3. C -0.80
4. C 1.37
5. C -2.23

=====

(3)
C36H41BF4GaN2O4 | ωB97M-V/def2-TZVPD

Atoms and positions in Å:
C -2.050 3.443 6.101
C -2.643 2.004 5.890
C -2.458 1.484 4.410
C -1.158 0.614 4.265
N 0.011 1.442 3.886
Ga 1.406 0.321 3.134
C 1.216 -1.568 3.990
B 1.781 -1.664 5.468
O 2.135 -0.549 6.230
O 1.962 -2.970 6.029
C 3.319 0.969 3.482
C 3.691 2.290 2.831
O 2.969 3.226 2.690
O 5.024 2.372 2.326
C 0.964 0.052 1.130
C -0.193 -0.698 0.730
C -0.329 -0.814 -0.685
C 0.614 -0.173 -1.532
N 1.710 0.537 -1.224
C 1.811 0.579 0.124
H -1.927 3.999 5.150
H -1.090 3.431 6.651
H -2.759 4.043 6.720
H -2.189 1.304 6.618
H -3.739 2.081 6.066
H -3.371 0.977 4.041
H -2.343 2.399 3.791
H -0.984 0.112 5.246
H -1.372 -0.197 3.524
H -0.368 2.027 3.135
H 0.169 -1.915 3.874
H 1.844 -2.230 3.337
H 2.877 -0.824 6.792
H 2.571 -3.478 5.475
H 4.048 0.158 3.265
H 3.390 1.135 4.585
H 4.981 2.345 1.358
H -0.874 -1.122 1.478
H -1.160 -1.394 -1.120
H 0.435 -0.271 -2.624
H 2.708 1.118 0.494
F -3.878 -1.876 -2.596
C -3.151 -1.988 -3.722
C -3.294 -3.115 -4.509
C -2.547 -3.228 -5.673
C -1.662 -2.219 -6.030
C -1.526 -1.095 -5.227
C -2.279 -0.973 -4.067
H -3.984 -3.895 -4.209
H -2.655 -4.104 -6.302
H -1.076 -2.311 -6.937
H -0.832 -0.310 -5.504
H -2.191 -0.100 -3.432
F 5.639 -0.930 3.012
C 6.957 -0.695 2.931
C 7.726 -1.442 2.059
C 9.089 -1.193 1.972
C 9.666 -0.209 2.765
C 8.880 0.531 3.640
C 7.516 0.292 3.721
H 7.258 -2.210 1.455
H 9.701 -1.767 1.287
H 10.731 -0.018 2.699
H 9.331 1.296 4.260
H 6.885 0.864 4.389
F -3.273 -1.882 -8.765
C -3.539 -3.037 -9.394
C -4.838 -3.510 -9.418
C -5.113 -4.703 -10.072
C -4.087 -5.412 -10.685
C -2.786 -4.927 -10.649
C -2.510 -3.729 -10.004
H -5.622 -2.948 -8.927
H -6.128 -5.080 -10.104
H -4.303 -6.345 -11.192
H -1.986 -5.481 -11.123
H -1.503 -3.330 -9.973
F -4.230 2.654 2.280
C -3.996 3.678 1.445
C -4.838 3.877 0.366
C -4.598 4.939 -0.495
C -3.515 5.781 -0.274
C -2.674 5.566 0.811
C -2.918 4.511 1.680
H -5.671 3.205 0.206
H -5.254 5.109 -1.339
H -3.326 6.607 -0.950
H -1.828 6.219 0.981
H -2.278 4.334 2.536

2S+1	1
total charge	-1
HOMO-LUMO gap	6.321	eV

Atomic partial charges in e from the Mulliken method, atoms 1 to 5:
1. C -0.87
2. C -0.55
3. C 0.47
4. C 0.00
5. N -0.30

=====

(4)
C36H42AsBiN2O6S7 | ωB97M-V/def2-TZVPD

Atoms and positions in Å:
Bi 1.887 1.514 0.527
O 0.504 4.410 -4.369
C 0.541 3.177 -4.900
C 0.365 3.057 -6.280
C 0.390 1.817 -6.892
C 0.594 0.667 -6.137
C 0.770 0.787 -4.769
C 0.744 2.019 -4.123
C 0.901 2.051 -2.628
O 1.007 0.971 -1.988
N 0.872 3.273 -2.113
N 0.908 3.323 -0.731
C 0.629 4.476 -0.241
C 0.448 4.821 1.150
C 0.428 6.183 1.472
C 0.190 6.632 2.754
C -0.059 5.681 3.749
C -0.070 4.337 3.460
C 0.187 3.843 2.152
O 0.151 2.580 1.898
H 0.654 4.275 -3.381
H 0.211 3.965 -6.851
H 0.251 1.749 -7.965
H 0.619 -0.314 -6.594
H 0.931 -0.103 -4.179
H 0.469 5.280 -0.963
H 0.618 6.897 0.677
H 0.200 7.690 2.983
H -0.242 6.005 4.769
H -0.252 3.611 4.243
O 0.603 -2.508 -4.575
S 1.184 -3.796 -4.096
C -0.068 -4.576 -3.030
C -0.619 -3.684 -1.926
C -1.636 -2.625 -2.404
C -1.214 -1.187 -2.145
S -1.028 -0.689 -0.417
O -0.218 -1.748 0.258
C -2.725 -0.977 0.104
C -3.052 -2.145 0.772
C -4.349 -2.326 1.236
C -5.305 -1.341 1.031
C -4.967 -0.169 0.366
C -3.672 0.019 -0.093
C 2.385 -3.427 -2.824
C 3.118 -4.477 -2.284
C 4.041 -4.212 -1.283
C 4.241 -2.907 -0.847
C 3.524 -1.863 -1.414
C 2.586 -2.120 -2.407
H 0.432 -5.458 -2.622
H -0.848 -4.915 -3.719
H 0.208 -3.205 -1.405
H -1.085 -4.329 -1.177
H -2.615 -2.810 -1.953
H -1.766 -2.708 -3.485
H -1.917 -0.465 -2.571
H -0.236 -0.968 -2.571
H -2.279 -2.887 0.932
H -4.610 -3.234 1.765
H -6.313 -1.480 1.403
H -5.708 0.608 0.222
H -3.384 0.943 -0.582
H 2.969 -5.490 -2.644
H 4.611 -5.024 -0.848
H 4.954 -2.674 -0.066
H 3.711 -0.848 -1.084
H 2.022 -1.305 -2.841
S 5.127 -0.164 1.577
As 5.074 1.854 0.921
S 3.406 2.858 2.072
S 3.980 1.866 -1.020
S 6.822 3.014 0.913
C -3.250 0.439 3.894
C -2.087 1.408 4.091
C -0.751 0.720 4.339
S -0.212 -0.206 2.871
O 1.280 -0.127 2.831
C -0.555 -1.903 3.416
C 0.385 -2.395 4.504
C 0.283 -3.906 4.686
H -4.193 0.977 3.785
H -3.348 -0.243 4.745
H -3.118 -0.166 2.993
H -2.299 2.070 4.936
H -1.976 2.044 3.210
H -0.768 0.074 5.219
H 0.053 1.447 4.448
H -0.408 -2.475 2.497
H -1.609 -1.957 3.702
H 0.169 -1.897 5.453
H 1.402 -2.113 4.223
H -0.731 -4.207 4.962
H 0.962 -4.258 5.465
H 0.543 -4.421 3.759

2S+1	1
total charge	-2
HOMO-LUMO gap	5.446	eV
energy relative to the best compared isomer or geometry (same formula, charge and spin)	55.9	kJ/mol

Atomic partial charges in e from the Mulliken method, atoms 1 to 5:
1. Bi 2.16
2. O -0.70
3. C 0.28
4. C -0.71
5. C -0.27

=====

(5)
C36H42AsCrNO2S3Si | ωB97M-V/def2-TZVPD

Atoms and positions in Å:
Cr -0.011 -0.243 0.183
C -2.506 -0.119 -2.187
Si -1.692 1.542 -1.828
C -1.617 2.540 -3.425
C -2.694 2.440 -0.495
N -0.136 1.199 -1.096
C 1.024 1.938 -1.229
C 1.136 3.253 -1.686
C 2.381 3.861 -1.779
C 3.536 3.185 -1.421
C 3.454 1.881 -0.943
C 2.213 1.298 -0.843
O 1.961 0.017 -0.342
C 3.020 -0.759 0.154
C 3.827 -1.445 -0.734
C 4.827 -2.265 -0.239
C 5.016 -2.390 1.130
C 4.206 -1.684 2.009
C 3.200 -0.864 1.523
H -3.587 0.007 -2.286
H -2.319 -0.844 -1.391
H -2.134 -0.543 -3.120
H -2.448 2.234 -4.064
H -0.690 2.363 -3.973
H -1.710 3.614 -3.256
H -3.665 2.779 -0.862
H -2.143 3.310 -0.131
H -2.857 1.754 0.340
H 0.240 3.799 -1.952
H 2.442 4.880 -2.138
H 4.500 3.669 -1.496
H 4.341 1.338 -0.645
H 3.653 -1.347 -1.799
H 5.458 -2.816 -0.924
H 5.789 -3.040 1.517
H 4.361 -1.765 3.077
H 2.567 -0.300 2.198
O -1.686 -0.760 1.201
S -1.216 -1.949 2.043
C -2.711 -2.881 2.355
C -2.587 -4.151 2.897
C -3.730 -4.903 3.105
C -4.973 -4.389 2.757
C -5.075 -3.121 2.200
C -3.938 -2.357 1.987
C -0.961 -1.273 3.687
C -1.818 -0.342 4.248
C -1.475 0.238 5.456
C -0.289 -0.113 6.092
C 0.554 -1.059 5.528
C 0.220 -1.640 4.313
H -1.606 -4.541 3.144
H -3.649 -5.894 3.530
H -5.863 -4.985 2.902
H -6.041 -2.725 1.918
H -3.990 -1.377 1.531
H -2.740 -0.074 3.746
H -2.138 0.961 5.916
H -0.021 0.344 7.036
H 1.473 -1.337 6.026
H 0.878 -2.363 3.844
C 0.567 3.717 4.361
As -0.303 3.231 2.700
C -2.195 3.361 3.120
C 0.076 4.690 1.482
S 0.569 1.401 2.126
H 0.445 4.782 4.551
H 1.623 3.466 4.281
H 0.129 3.142 5.173
H -2.366 4.386 3.448
H -2.444 2.676 3.927
H -2.807 3.144 2.251
H 0.142 5.613 2.057
H -0.712 4.776 0.737
H 1.022 4.500 0.979
S 0.195 -2.451 -0.542
C 0.466 -2.602 -2.280
C 0.410 -3.878 -2.836
C 0.578 -4.048 -4.201
C 0.809 -2.952 -5.021
C 0.887 -1.685 -4.464
C 0.721 -1.504 -3.100
H 0.229 -4.730 -2.193
H 0.528 -5.041 -4.627
H 0.921 -3.086 -6.089
H 1.080 -0.829 -5.100
H 0.780 -0.517 -2.661

2S+1	2
total charge	+1
HOMO-LUMO gap (spin up / spin down)	6.274 / 7.500	eV

Atomic partial charges in e from the Mulliken method, atoms 1 to 5:
1. Cr -0.64
2. C -0.80
3. Si -0.14
4. C -1.37
5. C -0.35

=====

Looking at total energy for the records above, in order, we have -58307.97925 -40025.49889 -113092.59709 -195807.85442 -173237.72616 eV.